ORCA calculation (ωB97M-V/def2-TZVPD) on a structure of composition C19H23BrFeN2O4S.

```
51
Properties=species:S:1:pos:R:3:forces:R:3:nbo_charge:R:1
Fe 0.36597 0.59716 -0.37095 -0.737 1.396 -0.392 1.538
Br 3.44767 -1.42794 -1.37225 0.230 -0.139 0.029 0.037
C 3.70757 0.44296 -1.15945 -0.550 -0.156 -0.129 0.173
C 4.99807 0.91376 -1.08325 0.378 0.619 0.098 -0.292
C 5.16637 2.29786 -0.99165 -0.414 -0.542 -0.081 -0.160
C 4.03657 3.09986 -1.01685 0.120 0.068 -0.020 -0.229
C 2.77977 2.51746 -1.08825 0.043 -0.685 -0.007 0.136
N 2.61237 1.17786 -1.14305 0.399 0.454 -0.054 -0.485
C 1.50907 3.35796 -1.10645 -0.624 -0.014 0.131 0.737
O 1.62567 4.57516 -1.23685 0.332 0.035 -0.036 -0.689
O 0.43727 2.69736 -0.97915 -0.081 -0.626 -0.021 -0.790
H 5.83517 0.23236 -1.10075 -0.012 -0.010 0.017 0.226
H 6.15887 2.71836 -0.91965 0.051 0.065 -0.003 0.211
H 4.09087 4.17746 -0.99175 -0.046 0.053 0.037 0.247
C -0.68753 1.90076 2.54685 0.284 -0.216 0.092 -0.619
C 0.60427 1.05766 2.57955 -0.063 0.121 0.647 0.048
C 1.77767 1.92836 3.08205 -0.316 -0.255 -0.096 -0.605
C 0.42007 -0.13554 3.54505 0.068 0.352 -0.162 -0.605
N 0.87467 0.58996 1.28895 0.587 -0.576 -0.229 -0.828
H -0.88683 2.34566 3.52015 -0.081 0.135 0.190 0.178
H -1.52083 1.26746 2.25365 -0.098 0.026 -0.023 0.225
H -0.57933 2.67936 1.79405 -0.037 0.110 -0.010 0.224
H 1.58437 2.27426 4.09625 0.045 0.125 0.173 0.184
H 1.90097 2.78426 2.42425 0.016 0.151 -0.079 0.211
H 2.69727 1.34646 3.06765 0.126 -0.067 0.021 0.196
H 0.25017 0.21626 4.56075 -0.071 -0.013 0.235 0.186
H 1.30927 -0.76304 3.53015 0.128 -0.068 0.006 0.196
H -0.43153 -0.73354 3.22955 -0.147 -0.070 -0.032 0.199
C -3.98593 0.52646 -1.51515 0.589 0.046 0.643 -0.791
S -3.21043 0.12126 0.09735 -2.038 -0.347 0.073 0.501
O -1.71543 0.40436 -0.10095 2.373 0.159 -0.722 -1.145
C -1.62503 -2.52894 -1.34785 -1.701 -0.742 -0.836 -0.105
C -2.39803 -3.33694 -0.49255 0.656 0.538 -0.150 -0.146
C -3.66133 -3.74114 -0.85615 -0.457 -0.214 -0.207 -0.229
C -4.18673 -3.39414 -2.09465 0.318 0.020 0.128 -0.174
C -3.42173 -2.63494 -2.97365 -0.372 -0.173 -0.072 -0.231
C -2.17173 -2.19614 -2.60425 0.735 -0.008 0.532 -0.147
H -3.39353 0.05106 -2.29175 -0.095 0.037 -0.163 0.197
H -4.00013 1.60276 -1.65595 -0.043 0.164 -0.141 0.200
H -4.99573 0.12746 -1.49985 -0.180 -0.077 -0.039 0.200
H -2.02283 -3.61004 0.48125 0.056 0.030 0.079 0.215
H -4.25353 -4.32824 -0.16545 0.006 0.013 -0.001 0.209
H -5.18263 -3.71214 -2.37015 -0.043 -0.014 -0.026 0.207
H -3.82783 -2.37474 -3.94305 0.041 0.056 -0.001 0.211
H -1.57053 -1.58464 -3.26435 -0.051 0.047 -0.006 0.235
C 0.29097 -2.51824 0.32165 0.118 0.161 -0.369 -0.739
C -0.34343 -2.00654 -0.95565 1.897 1.737 -0.131 0.606
O 0.24247 -1.11734 -1.64665 -1.074 -1.666 1.121 -0.673
H 0.23067 -3.60284 0.37475 -0.087 -0.126 0.009 0.213
H -0.21313 -2.07774 1.18265 -0.080 0.016 -0.029 0.273
H 1.33147 -2.20474 0.36155 -0.097 0.070 0.010 0.259
```
Positions in Å, forces in eV/Å.

Calculated values
Total charge ... -1
Highest occupied orbital energy (alpha / beta) ... -3.2 / -3.2 eV
Lowest unoccupied orbital energy (alpha / beta) ... 2.0805 / 2.0273 eV
Spin multiplicity ... 6
Relative energy (zero: lowest compared OMol25 entry of this formula, charge and spin) ... 21.9 kcal per mole
Gap between HOMO and LUMO (alpha / beta) ... 5.31 / 5.23 eV

ORCA calculation (ωB97M-V/def2-TZVPD) on the molecule C4H4O3S.

```
12
Properties=species:S:1:pos:R:3:forces:R:3:nbo_charge:R:1
C -2.89782 1.04993 0.10970 2.575 -0.584 -1.133 0.395
C -3.02165 -1.20804 -0.03919 -0.099 -0.719 -0.247 0.434
C -1.81251 -0.25760 -0.23692 -0.770 0.757 0.746 -0.065
C 0.34947 0.25523 0.59715 -2.247 3.596 0.195 -0.249
O -2.67372 2.20905 0.27515 -0.476 -0.905 0.057 -0.504
O -3.13985 -2.39162 0.02055 0.374 0.738 -0.022 -0.478
O -0.83784 -0.48585 0.75504 -1.023 -0.185 -0.294 -0.515
S -4.33486 0.03276 0.06640 -0.248 0.037 0.211 0.208
H -1.42121 -0.33351 -1.31796 -0.522 0.469 1.504 0.221
H 0.67337 0.88057 1.43643 -0.916 -0.311 0.738 0.188
H 0.14081 1.05202 -0.13664 0.750 -0.619 -0.388 0.181
H 1.15173 -0.33897 0.47583 2.601 -2.273 -1.367 0.183
```
Positions in Å, forces in eV/Å.

Calculated values
Highest occupied orbital energy ... -9.7 eV
Lowest unoccupied orbital energy ... 0.2965 eV
Relative energy (zero: lowest compared OMol25 entry of this formula, charge and spin) ... 50.5 kcal per mole
Gap between HOMO and LUMO ... 9.95 eV
SMILES ... COC1C(=O)SC1=O

ORCA calculation (ωB97M-V/def2-TZVPD) on a structure of composition C20H14N2O8Rb.

```
45
Properties=species:S:1:pos:R:3:forces:R:3:nbo_charge:R:1
Rb 0.72465 0.12932 -1.66971 -0.486 1.519 -1.120 0.909
O 1.24293 0.76767 2.99436 -0.471 -0.133 0.013 -0.685
C 0.61805 0.88289 1.79913 2.584 0.442 -0.767 0.758
O 1.24736 1.07174 0.77726 -0.875 -0.124 1.399 -0.557
C -0.83690 0.79690 1.90365 -1.949 -0.012 0.771 0.080
C -1.48951 0.83609 3.15903 0.754 0.022 -0.901 -0.177
C -2.85844 0.71658 3.18463 -0.521 -0.115 -0.281 -0.177
C -3.55496 0.57266 1.98686 0.744 0.069 -0.287 -0.212
C -2.82034 0.59268 0.78402 -0.200 0.022 1.190 0.059
N -1.50370 0.69375 0.75807 0.587 0.022 0.232 -0.330
C -3.45369 0.51040 -0.55766 -0.112 -0.163 -1.483 0.741
O -4.78820 0.75563 -0.59590 -0.006 -0.033 0.096 -0.662
O -2.85510 0.25809 -1.56823 -0.424 0.097 0.876 -0.499
H 2.19901 0.77172 2.83818 -0.065 0.045 -0.213 0.513
H -0.90523 0.95702 4.05460 0.032 -0.061 0.132 0.247
H -3.40108 0.71863 4.11990 0.050 -0.009 0.047 0.228
H -4.62643 0.42735 2.01018 -0.013 -0.003 -0.003 0.210
H -5.11772 1.00986 0.27596 0.065 0.020 -0.204 0.476
O 2.91284 -1.63072 -0.78359 0.377 0.209 0.277 -0.727
C 1.80961 -2.19257 -0.76599 0.463 -1.017 0.311 0.710
O 1.03232 -2.38895 -1.71295 -0.443 -0.910 -0.063 -0.764
C 1.31547 -2.61883 0.62487 -0.004 0.217 -0.169 -0.044
C 0.00814 -2.30456 0.98683 0.077 -0.153 -0.124 -0.229
C -0.45011 -2.55043 2.26200 -0.089 -0.142 0.456 -0.209
C 0.40213 -3.15118 3.18839 0.521 0.303 -1.523 0.041
C 1.70353 -3.50580 2.82717 -0.229 -0.034 0.316 -0.199
C 2.15610 -3.22187 1.55629 -0.095 0.005 -0.101 -0.196
N -0.05490 -3.41212 4.50496 -0.424 -0.366 1.609 0.511
O -1.18875 -3.05674 4.81907 0.415 -0.090 -0.165 -0.411
O 0.70509 -3.98250 5.28438 -0.381 0.272 -0.347 -0.400
H -0.64826 -1.88228 0.23724 -0.030 0.000 -0.006 0.233
H -1.45947 -2.30245 2.55798 -0.019 0.006 0.015 0.232
H 2.33136 -3.99046 3.55994 0.034 0.006 -0.014 0.238
H 3.16245 -3.47811 1.26378 0.125 0.080 -0.017 0.233
C 2.16238 3.57509 -6.04712 0.230 0.164 -0.311 -0.292
C 0.87928 3.90049 -5.64598 -0.373 0.178 0.021 -0.246
C 0.30189 3.23094 -4.57446 0.517 0.243 -0.570 -0.291
C 0.99516 2.24035 -3.89898 -0.954 -1.121 1.838 -0.431
C 2.28124 1.92463 -4.30681 0.020 0.568 -0.612 -0.309
C 2.86566 2.58852 -5.37870 0.354 -0.243 0.057 -0.229
H 2.61491 4.08862 -6.88436 0.073 0.078 -0.114 0.181
H 0.32548 4.67401 -6.16666 -0.011 0.129 -0.143 0.174
H -0.70564 3.49371 -4.27615 -0.212 0.098 0.019 0.167
H 2.85041 1.15256 -3.79587 0.181 -0.111 0.007 0.162
H 3.87101 2.33166 -5.68965 0.183 0.026 -0.144 0.175
```
Positions in Å, forces in eV/Å.

Calculated values
Total charge ... -1
Highest occupied orbital energy ... -2.5 eV
Lowest unoccupied orbital energy ... 0.9071 eV
Relative energy (zero: lowest compared OMol25 entry of this formula, charge and spin) ... 16.4 kcal per mole
Gap between HOMO and LUMO ... 3.45 eV

ORCA calculation (ωB97M-V/def2-TZVPD) on a structure of composition C33H25MnN12OSSe.

```
74
Properties=species:S:1:pos:R:3:forces:R:3:lowdin_charge:R:1
Mn 2.69707 -1.83003 0.35791 -0.697 0.839 1.343 0.670
N 2.73906 -3.86353 -3.29021 -0.314 0.889 0.860 0.200
C 2.13139 -4.77397 -2.43617 0.159 -2.036 0.526 -0.147
C 1.66535 -6.09387 -2.69224 1.254 1.618 -1.383 0.001
C 1.46012 -6.86074 -1.59125 -0.756 -1.113 0.551 -0.071
C 1.67229 -6.37859 -0.28151 -0.410 0.042 -0.007 -0.052
C 1.99855 -5.05872 0.00526 0.068 -1.202 0.631 -0.072
C 2.29036 -4.29282 -1.11523 -0.407 1.425 -1.225 -0.234
N 2.78980 -2.96030 -1.21000 0.739 -1.769 -2.964 0.008
C 3.10892 -2.81513 -2.54361 -0.015 0.950 2.090 -0.212
C 3.81986 -1.66728 -3.08190 0.380 -0.430 -2.606 -0.294
C 4.22302 -1.64511 -4.46184 -1.139 -0.679 2.064 -0.376
S 5.01053 -0.22875 -4.84881 -0.036 0.839 2.421 1.078
C 4.80299 0.25779 -3.10218 0.181 0.263 -1.099 -0.358
N 4.15755 -0.56520 -2.32082 0.509 -0.209 -1.720 0.050
H 2.80440 -3.83220 -4.30173 -0.194 -0.488 0.363 0.173
H 1.67898 -6.48072 -3.73918 -0.396 0.273 1.089 0.138
H 1.06349 -7.87743 -1.75477 0.543 0.507 0.351 0.128
H 1.58856 -7.07735 0.53789 -0.216 -0.010 0.047 0.115
H 2.11770 -4.79986 1.08809 0.072 0.198 -1.353 0.115
H 4.05382 -2.39549 -5.24376 0.083 0.318 0.563 0.085
H 5.20981 1.22884 -2.82246 -0.181 -0.329 0.145 0.082
C -7.28509 7.17338 -1.39351 -0.974 0.993 -1.113 -0.088
O -6.18981 7.53127 -0.59331 0.660 -0.278 0.431 -0.050
C -5.32135 6.53678 -0.29967 -1.490 -0.144 -0.972 -0.271
C -4.11681 6.88883 0.26491 1.737 -0.718 0.453 0.015
C -3.09812 5.92384 0.30404 0.172 0.344 -0.268 -0.012
C -3.29379 4.57412 -0.05177 -2.323 1.895 0.714 -0.168
C -4.64923 4.23044 -0.29918 0.236 0.522 -0.448 0.003
C -5.63534 5.18818 -0.58807 1.658 -0.778 1.292 0.014
C -2.31297 3.56111 0.11334 0.175 -0.666 -0.179 -0.256
N -2.61722 2.26170 0.15194 0.908 0.792 0.316 0.197
C -1.41570 1.66174 0.31314 0.451 -0.308 -0.330 -0.169
C -0.33210 2.55724 0.35049 -3.893 0.694 -0.549 -0.124
N -0.96721 3.80360 0.19898 0.753 -0.699 0.381 0.199
C 0.98232 2.18028 0.41407 1.635 -0.280 0.812 -0.076
C 2.04855 3.09700 0.55331 0.817 -1.613 -0.790 0.062
C 3.34054 2.54587 0.54711 -0.939 1.897 0.792 -0.025
C 3.52374 1.19706 0.60078 -1.352 -2.274 -0.656 -0.097
N 2.47943 0.31384 0.49517 1.544 0.417 0.441 0.028
C 1.22641 0.76212 0.43016 0.318 1.917 -0.766 -0.129
C 0.13599 -0.17384 0.29131 0.454 -0.159 0.195 -0.143
N 0.51210 -1.45662 0.19608 -1.096 -1.031 0.389 0.041
C -0.44938 -2.39427 0.34896 0.833 0.808 -0.040 -0.106
C -1.79011 -2.07766 0.60187 0.248 0.875 -1.195 -0.045
C -2.19410 -0.73524 0.53918 0.592 -0.833 -0.582 0.059
C -1.20722 0.23790 0.33781 0.340 0.308 0.726 -0.053
H -7.71612 8.10790 -1.78164 0.267 -0.161 0.277 0.105
H -8.08197 6.70063 -0.83454 -0.020 -0.442 0.222 0.096
H -7.00797 6.59928 -2.28850 0.119 -0.128 0.422 0.104
H -3.91557 7.87033 0.69679 -0.254 -0.148 -0.557 0.133
H -2.10303 6.25996 0.60487 -0.284 -0.035 0.126 0.108
H -4.89851 3.18807 -0.22655 -0.182 -0.300 -0.519 0.105
H -6.62033 4.81748 -0.82934 -0.025 0.354 -0.067 0.112
H -0.50102 4.71217 0.20117 -0.532 -0.526 -0.061 0.166
H 1.89236 4.17348 0.56352 0.025 -0.273 0.050 0.128
H 4.17497 3.22233 0.63168 0.269 -0.075 -0.060 0.120
H 4.48623 0.71112 0.65233 0.192 0.253 -0.002 0.093
H -0.07675 -3.40875 0.31050 -0.273 -0.182 -0.111 0.105
H -2.50425 -2.88004 0.57554 -0.271 -0.169 0.396 0.119
H -3.23704 -0.45701 0.54168 -0.073 0.076 0.222 0.131
Se 4.96984 -2.31706 1.40644 -0.092 -0.784 -0.873 0.794
C 4.93617 -4.06940 0.75346 0.863 -2.237 0.415 -0.714
N 5.07068 -5.23232 0.58572 -0.516 3.152 0.139 0.115
N -0.79979 -1.98490 5.85946 -2.598 -0.131 -0.240 0.185
C -0.33703 -2.35403 4.66480 -0.893 -0.352 0.023 -0.505
N -1.23666 -2.73834 3.73711 -2.293 0.270 -0.869 0.177
N 0.96575 -2.41618 4.47610 0.543 0.446 -1.751 0.149
C 1.38554 -2.40415 3.22314 0.842 -0.126 2.131 -0.254
N 2.04676 -2.36429 2.26833 -0.443 0.010 -0.583 0.072
H -1.86761 -1.94535 6.01902 2.881 -0.071 -0.032 0.177
H -0.13450 -1.75988 6.57555 -0.087 0.058 0.276 0.124
H -2.26279 -2.63583 3.91889 1.577 -0.089 0.066 0.143
H -1.08449 -2.77346 2.71582 0.565 0.035 1.222 0.076
```
Positions in Å, forces in eV/Å.

Calculated values
Total charge ... +2
Highest occupied orbital energy (alpha / beta) ... -11.8 / -11.8 eV
Lowest unoccupied orbital energy (alpha / beta) ... -7.7497 / -6.0458 eV
Spin multiplicity ... 5
Relative energy (zero: lowest compared OMol25 entry of this formula, charge and spin) ... 0.0 kcal per mole
Gap between HOMO and LUMO (alpha / beta) ... 4.09 / 5.79 eV

Question: What is the relative energy (zero: lowest compared OMol25 entry of this formula, charge and spin) in the first record?
Answer: 21.9 kcal per mole